# 1
{"formula": "C21H40AlF4N2O3P", "method": "the ωB97M-V functional and the def2-TZVPD basis", "total_energy_ev": -58312.086, "species": ["C", "C", "C", "C", "C", "C", "C", "C", "N", "C", "C", "C", "C", "C", "C", "C", "C", "N", "P", "O", "C", "C", "C", "C", "C", "O", "O", "H", "H", "H", "H", "H", "H", "H", "H", "H", "H", "H", "H", "H", "H", "H", "H", "H", "H", "H", "H", "H", "H", "H", "H", "H", "H", "H", "H", "H", "H", "H", "H", "H", "H", "H", "H", "H", "H", "H", "H", "F", "Al", "F", "F", "F"], "xyz": [[3.837618, 0.311790, 2.534517], [4.192884, 1.455534, 1.554146], [5.157081, 1.027819, 0.447982], [4.576296, 0.179865, -0.705458], [3.084888, 0.382796, -1.016805], [2.152555, -0.571688, -0.249582], [0.867838, -0.808511, -1.039091], [-0.045607, -1.863642, -0.587112], [-1.275006, -1.655063, -0.892771], [-2.354986, -2.637230, -0.601232], [-1.780666, -3.930776, -0.042838], [-3.481363, -2.121510, 0.295134], [-3.094612, -2.031733, 1.783531], [-1.388137, -0.356991, -1.643845], [-2.739090, 0.359472, -1.736972], [-3.200404, 1.240099, -0.582427], [-3.990406, 2.462129, -0.975059], [-3.022566, 1.015315, 0.654654], [-1.232928, -0.942775, -3.455310], [-0.784896, 0.115244, -4.384481], [-0.071238, 0.395301, -1.402345], [-0.026833, 1.570180, -0.420590], [-0.258206, 2.917091, -1.133191], [-0.854085, 4.045252, -0.276352], [-0.501832, 4.065606, 1.183989], [-1.275368, 4.443942, 2.021047], [0.764737, 3.658423, 1.506729], [2.769928, 0.300749, 2.750538], [4.341463, 0.456249, 3.486856], [4.084162, -0.665292, 2.123555], [3.292825, 1.948797, 1.183224], [4.718219, 2.212459, 2.140331], [5.643690, 1.907319, 0.024864], [5.931191, 0.434927, 0.939989], [4.759768, -0.886126, -0.560813], [5.114902, 0.453718, -1.614413], [2.942333, 0.214501, -2.089649], [2.830185, 1.428608, -0.840907], [1.930879, -0.183347, 0.742028], [2.686182, -1.520406, -0.179444], [1.234225, -1.145713, -2.026248], [0.397019, -2.705595, -0.051825], [-2.803276, -2.900942, -1.566513], [-1.029225, -4.332044, -0.727293], [-1.263799, -3.792093, 0.906339], [-2.570229, -4.670847, 0.046007], [-3.925269, -1.190518, -0.040090], [-4.269768, -2.871861, 0.211964], [-2.047036, -1.771887, 1.942352], [-3.306800, -2.967342, 2.292359], [-3.700672, -1.266857, 2.267437], [-3.509757, -0.392299, -1.924861], [-2.697789, 0.979566, -2.635496], [-3.871956, 3.195560, -0.179535], [-5.053797, 2.228618, -1.037450], [-3.636615, 2.901608, -1.906453], [-2.479199, 0.165173, 0.804107], [-2.542480, -1.367350, -3.755503], [-0.467257, -2.127718, -3.432599], [0.367759, 0.795760, -2.317408], [-0.662322, 1.451216, 0.455170], [0.987330, 1.608571, -0.032838], [-0.831334, 2.776681, -2.052104], [0.726577, 3.254058, -1.465450], [-0.480992, 4.990234, -0.683737], [-1.934141, 4.084238, -0.368467], [0.678441, 2.930436, 2.137107], [1.219274, -4.694968, 4.229198], [0.894443, -3.356696, 3.284778], [2.038871, -2.138651, 3.489049], [-0.648861, -2.735262, 3.589126], [0.887240, -3.761171, 1.606453]], "forces_ev_per_a": [[-0.37, 0.44, -0.37], [0.38, -0.18, 0.61], [-0.25, -0.23, 0.06], [-0.18, 0.25, -0.17], [0.17, -0.08, -0.04], [0.01, 0.43, -0.33], [-0.09, 0.69, -0.62], [0.98, 0.12, 0.45], [0.31, 0.29, 1.19], [-0.74, -0.52, -0.33], [0.68, 0.15, -0.29], [0.05, -0.21, 0.65], [-0.31, 0.32, -0.29], [-0.22, -0.69, -2.10], [0.16, 0.10, 0.74], [-0.13, 0.16, 0.24], [0.18, 0.08, 0.37], [0.19, 0.00, -0.49], [-0.30, 0.64, -0.39], [0.22, -0.08, 0.13], [0.90, -0.14, 0.90], [0.01, 0.04, 0.12], [0.45, 0.01, 0.33], [0.36, 0.09, -0.68], [-0.80, 0.22, 0.64], [0.26, -0.27, -0.20], [0.00, -0.47, -0.66], [0.00, -0.14, 0.12], [0.13, -0.22, 0.00], [0.03, -0.09, 0.12], [0.01, -0.02, -0.21], [-0.10, 0.18, -0.11], [-0.03, 0.06, -0.01], [0.19, 0.12, -0.09], [0.02, -0.02, 0.12], [0.15, -0.10, 0.03], [-0.02, -0.04, -0.02], [-0.10, 0.03, -0.06], [0.09, -0.27, 0.16], [-0.21, -0.12, 0.37], [-0.10, -0.36, 0.04], [-0.72, -0.34, 0.15], [0.11, 0.33, -0.17], [-0.08, -0.12, -0.04], [-0.23, -0.04, 0.10], [-0.12, 0.07, 0.11], [0.10, 0.03, -0.17], [-0.04, 0.03, -0.18], [0.01, -0.12, 0.12], [0.30, -0.06, 0.06], [0.01, 0.03, 0.04], [-0.12, 0.07, -0.03], [0.08, -0.01, -0.05], [-0.15, 0.00, 0.03], [-0.01, -0.04, -0.22], [-0.13, -0.07, -0.12], [-0.02, 0.00, 0.13], [0.06, -0.35, 0.20], [-0.03, -0.02, 0.16], [-0.58, 0.00, -0.30], [-0.18, -0.12, -0.11], [-0.03, -0.07, 0.10], [-0.25, 0.11, 0.10], [-0.01, -0.08, -0.15], [-0.10, 0.07, 0.01], [-0.04, 0.02, 0.26], [0.17, 0.35, 0.45], [-0.01, -0.08, -0.08], [0.06, 0.08, 0.06], [-0.01, 0.05, -0.13], [-0.04, 0.01, -0.16], [-0.02, 0.15, -0.09]]}

---

# 2
{"formula": "C21H40Cl2N6O6P", "method": "the ωB97M-V functional and the def2-TZVPD basis", "total_energy_ev": -77978.265, "total_charge": 1, "species": ["C", "C", "C", "N", "C", "N", "C", "C", "N", "C", "Cl", "C", "C", "Cl", "N", "N", "C", "C", "O", "C", "C", "O", "C", "C", "N", "H", "H", "H", "H", "H", "H", "H", "H", "H", "H", "H", "H", "H", "H", "H", "H", "H", "H", "H", "H", "H", "H", "H", "H", "H", "O", "P", "O", "C", "C", "O", "C", "C", "O", "C", "C", "H", "H", "H", "H", "H", "H", "H", "H", "H", "H", "H", "H", "H", "H", "H"], "xyz": [[0.165656, -1.123307, 3.620724], [0.169887, -0.648179, 2.146236], [1.574148, -0.688434, 1.507747], [2.021807, 0.669793, 1.068141], [3.232124, 0.837991, 0.472547], [3.872670, 0.085783, -0.391657], [5.239274, 0.420387, -0.884402], [5.259960, 1.127871, -2.208405], [6.107405, 2.044230, -2.358118], [3.317299, -1.120493, -0.918528], [4.123045, -2.547000, -0.383010], [2.265044, -1.152688, -1.732288], [1.538772, 0.084382, -2.176178], [1.664841, -2.653797, -2.283622], [3.893730, 2.028046, 0.869630], [3.233707, 3.291335, 0.509072], [4.284846, 4.302147, 0.505611], [3.851000, 5.656971, 0.017847], [5.399085, 4.050601, 0.873156], [2.576173, 3.245202, -0.814753], [1.077561, 3.382886, -0.801489], [3.203839, 3.154792, -1.827231], [3.672824, 1.911800, 2.334038], [2.197024, 1.464553, 2.356892], [1.195583, 2.478959, 2.605024], [-0.316771, -0.383423, 4.259805], [1.175901, -1.262101, 4.010998], [-0.348246, -2.074388, 3.733629], [-0.460558, -1.345337, 1.602156], [-0.237497, 0.356020, 2.055514], [2.305122, -1.163080, 2.165571], [1.497638, -1.353618, 0.650834], [5.826980, 0.939455, -0.136436], [5.706522, -0.556827, -1.034097], [4.565169, 0.853476, -3.005425], [6.053540, 2.439178, -3.295925], [0.733885, -0.217584, -2.843828], [2.175323, 0.772877, -2.729684], [1.061409, 0.550789, -1.314473], [3.854699, 5.638400, -1.074352], [4.561597, 6.407462, 0.344964], [2.830387, 5.886864, 0.326452], [0.863966, 4.261794, -1.417326], [0.689290, 3.584494, 0.191805], [0.598019, 2.539688, -1.288765], [3.900197, 2.814645, 2.885058], [4.268382, 1.035459, 2.600007], [2.157209, 0.842274, 3.255021], [1.599586, 3.326792, 2.972972], [0.470368, 2.137321, 3.217510], [-3.867114, -0.925230, -1.386476], [-4.666138, -2.148084, -1.244767], [-5.232023, -2.305500, 0.243409], [-5.625807, -1.155990, 1.001602], [-7.019281, -0.679895, 0.642699], [-3.591438, -3.376057, -1.240566], [-2.279835, -3.183827, -1.756291], [-1.285094, -2.960164, -0.633347], [-5.742152, -2.843518, -2.144367], [-6.423087, -4.047470, -1.710443], [-7.885401, -3.761085, -1.399393], [-4.899501, -0.351064, 0.877473], [-5.593825, -1.459457, 2.047820], [-7.120388, -0.536539, -0.435120], [-7.237593, 0.264053, 1.142107], [-7.769528, -1.407124, 0.954373], [-2.261617, -2.347013, -2.454870], [-2.024757, -4.083270, -2.319341], [-1.689471, -2.263758, 0.101886], [-0.346911, -2.563897, -1.030153], [-1.073389, -3.895328, -0.110483], [-5.911190, -4.495715, -0.863476], [-6.342388, -4.741876, -2.543783], [-8.038036, -2.706291, -1.182957], [-8.222182, -4.349116, -0.546662], [-8.521274, -4.011246, -2.247841]], "forces_ev_per_a": [[0.10, 0.44, -0.05], [0.54, -0.44, 0.63], [-1.05, -0.77, -1.16], [1.74, -0.78, 2.14], [-0.42, 0.85, -1.22], [-0.43, 0.07, -0.18], [0.19, -0.86, -0.22], [0.02, 0.69, 0.05], [0.17, 0.04, -0.07], [0.09, -0.52, 0.16], [0.06, 0.09, 0.09], [0.21, 0.52, -0.15], [-0.47, -0.57, -0.24], [0.35, -0.04, -0.28], [0.18, 0.36, 0.71], [1.00, 0.00, -0.75], [0.61, 0.10, -0.13], [-0.32, -0.30, -0.26], [-0.58, 0.04, 0.21], [-1.00, -0.09, -0.05], [0.20, 0.80, 0.11], [0.30, -0.22, 0.14], [-0.92, -0.67, -1.47], [-0.36, 1.00, 2.20], [0.25, 0.05, -0.81], [-0.11, -0.15, 0.09], [0.01, 0.00, -0.03], [-0.07, 0.04, 0.04], [-0.12, 0.32, -0.24], [-0.16, -0.07, -0.14], [0.16, 0.37, 0.11], [0.15, 0.21, -0.13], [-0.24, 0.31, -0.02], [-0.01, -0.01, 0.06], [-0.14, -0.34, 0.20], [0.09, 0.01, 0.00], [0.00, 0.07, -0.03], [0.08, 0.13, 0.25], [0.13, 0.17, -0.03], [0.07, 0.04, 0.00], [-0.05, 0.00, 0.14], [0.07, 0.11, 0.12], [-0.05, -0.09, -0.10], [-0.03, -0.38, 0.06], [-0.03, -0.04, 0.09], [0.24, -0.03, -0.03], [0.23, 0.34, 0.60], [-0.23, -1.00, -0.71], [-0.10, 0.09, -0.06], [0.02, 0.13, 0.11], [-1.45, 0.79, -1.24], [2.62, -2.64, 2.15], [-0.35, 0.15, -0.34], [-0.13, 0.35, 0.32], [-0.06, -0.18, -0.04], [-0.40, 0.06, -0.01], [0.16, 0.06, -0.02], [0.05, -0.07, 0.19], [-0.43, 1.50, -0.66], [-0.32, -0.28, 0.00], [-0.06, -0.04, -0.16], [0.07, -0.10, -0.20], [0.03, -0.12, -0.04], [0.05, 0.13, 0.02], [0.03, 0.02, -0.02], [0.01, -0.01, -0.02], [-0.06, 0.06, 0.06], [-0.05, -0.03, 0.04], [-0.09, 0.11, -0.15], [-0.35, -0.09, 0.22], [0.02, 0.01, -0.01], [0.14, 0.20, 0.06], [0.13, 0.07, -0.04], [0.06, -0.01, 0.13], [0.01, 0.02, 0.02], [0.00, 0.05, -0.01]]}

---

# 3
{"formula": "C21H40Cl3LuN4O4Si", "method": "the ωB97M-V functional and the def2-TZVPD basis", "total_energy_ev": -115647.440, "de_lowest_kj_mol": 210.0, "species": ["C", "C", "H", "H", "H", "C", "C", "H", "H", "H", "H", "Lu", "Cl", "Cl", "C", "O", "N", "C", "C", "H", "H", "H", "H", "H", "H", "H", "H", "H", "C", "C", "N", "H", "C", "O", "H", "H", "H", "H", "O", "C", "C", "C", "H", "C", "H", "C", "H", "C", "C", "H", "H", "H", "Si", "Cl", "C", "C", "C", "H", "H", "H", "H", "H", "H", "H", "H", "H", "N", "C", "N", "O", "H", "H", "H", "H"], "xyz": [[2.840892, 2.233121, -2.976909], [2.956300, 1.007574, -2.069568], [3.811398, 2.480561, -3.440062], [2.500643, 3.120555, -2.421103], [2.104010, 2.042336, -3.777982], [4.172853, 0.361116, -1.868632], [5.487969, 1.015785, -2.003010], [4.154051, -0.704966, -1.687475], [5.506891, 2.004850, -1.510651], [5.829515, 1.165323, -3.047674], [6.258875, 0.409369, -1.507574], [-2.306655, 0.425720, 1.513602], [-3.292427, 0.230864, -0.908672], [-3.405804, 2.201308, 2.897631], [-1.522446, -2.338900, 0.256811], [-1.373422, -1.545946, 1.223286], [-1.447438, -3.658496, 0.418974], [-1.003593, -4.196070, 1.699902], [-1.829526, -4.575574, -0.643891], [-1.765659, -1.974057, -0.753533], [-1.374203, -3.585344, 2.527874], [0.093274, -4.225299, 1.759754], [-1.391137, -5.214534, 1.783660], [-2.304098, -3.989226, -1.435602], [-2.547962, -5.303379, -0.240206], [-0.943903, -5.077054, -1.054521], [2.237019, 2.363823, 1.232938], [3.700047, -0.284863, 1.389730], [2.216575, 2.026412, 2.275563], [3.238900, -0.230037, 2.385535], [2.017176, 0.578399, 2.345615], [1.440346, 2.560935, 2.818688], [0.822131, -0.025589, 2.484985], [-0.281211, 0.575031, 2.662790], [2.977142, -1.234706, 2.728270], [0.876488, -1.132294, 2.418905], [3.195497, 2.221525, 2.720152], [3.948007, 0.240256, 3.075962], [2.006149, 1.098719, -0.935340], [1.623532, 0.143369, -1.923560], [2.077479, -1.886954, -0.446408], [1.659721, -1.332363, -1.672370], [2.277262, -1.191303, 0.370794], [2.161294, -3.264759, -0.229120], [0.769130, 0.539741, -2.476721], [1.218918, -2.275963, -2.642363], [2.546306, -3.644964, 0.724035], [1.763063, -4.169021, -1.223629], [1.267070, -3.654192, -2.427857], [0.779567, -1.900874, -3.573463], [1.858633, -5.252001, -1.074364], [0.902125, -4.356523, -3.186022], [-1.314293, 3.745321, -0.133925], [-0.615796, 1.579660, -0.001724], [-1.083332, 4.548152, 1.533836], [-3.165361, 3.700116, -0.446472], [-0.483853, 4.597208, -1.547762], [-0.445106, 3.989231, 2.219124], [-2.047555, 4.673973, 2.038680], [-0.661281, 5.556513, 1.383475], [0.526766, 4.964857, -1.319751], [-1.068088, 5.476362, -1.852168], [-0.406107, 3.950343, -2.429767], [-3.513830, 2.765508, -0.895013], [-3.464529, 4.519229, -1.118961], [-3.699070, 3.842403, 0.506429], [-6.363917, -1.055288, 2.498181], [-5.389550, -0.905663, 1.553462], [-5.830942, -0.998456, 0.274731], [-4.176109, -0.793025, 1.889086], [-7.280770, -0.758018, 2.186885], [-6.073407, -0.767908, 3.418836], [-5.154940, -0.687353, -0.426214], [-6.795692, -0.764605, 0.111858]], "forces_ev_per_a": [[-0.01, 0.11, -0.02], [-0.86, -1.06, -0.93], [-0.40, -0.20, 0.17], [0.06, -0.19, -0.06], [0.36, 0.13, 0.25], [0.18, -0.76, 0.07], [0.58, 0.48, -0.10], [0.07, -0.06, 0.09], [0.23, -0.10, -0.16], [0.14, 0.11, 0.12], [-0.04, 0.16, -0.11], [-0.41, -0.23, 0.33], [-0.01, -0.13, -0.01], [0.12, -0.13, -0.12], [-0.20, -0.76, 0.27], [0.20, -0.39, -0.59], [0.08, 1.01, 0.14], [0.03, -0.23, 0.12], [0.19, 0.09, -0.17], [0.03, -0.11, 0.32], [-0.03, -0.11, -0.23], [-0.25, 0.01, -0.16], [0.08, 0.16, 0.10], [0.06, -0.23, 0.06], [0.22, 0.19, -0.20], [-0.26, 0.02, 0.14], [-0.04, -0.26, 0.08], [-0.03, 0.15, 0.15], [0.04, -0.05, -0.17], [-0.06, 0.00, -0.36], [-1.18, -0.67, 0.51], [-0.05, -0.15, 0.06], [0.34, 1.06, -0.01], [0.80, -0.72, -0.26], [0.21, 0.13, -0.04], [-0.14, 0.54, 0.16], [-0.22, 0.17, 0.00], [-0.20, -0.23, -0.03], [-0.94, -0.12, 1.33], [1.02, 0.70, -0.31], [-0.22, 0.21, 0.16], [-0.57, -0.37, 0.23], [0.22, -0.26, -0.51], [-0.17, 0.00, -0.18], [-0.05, -0.57, -0.26], [-0.12, 0.60, -0.04], [-0.16, 0.17, -0.29], [0.14, 0.19, -0.02], [0.05, -0.06, 0.32], [0.29, -0.11, 0.25], [-0.07, 0.47, -0.04], [0.18, 0.40, 0.14], [-0.99, -0.39, 0.23], [0.26, 2.18, -0.66], [0.30, 0.31, 0.09], [-0.19, -0.06, 0.01], [0.77, 0.01, -0.36], [0.09, 0.07, -0.07], [0.14, -0.17, -0.21], [0.03, -0.34, 0.07], [-0.20, -0.25, 0.00], [-0.09, -0.22, 0.24], [0.00, 0.04, 0.17], [0.07, 0.18, 0.03], [0.23, -0.15, 0.14], [0.18, -0.14, -0.30], [0.32, 0.42, -0.22], [0.41, -0.19, 0.04], [0.65, 0.33, 0.39], [-1.12, -0.30, -0.31], [0.09, -0.21, 0.47], [-0.16, 0.05, 0.10], [-0.03, -0.02, 0.04], [-0.02, -0.16, -0.11]]}

---

no.,Kohn-Sham gap (eV)
1,9.668
2,8.616
3,3.711